[1]
The following is a quantum chemistry calculation of a 7-piece molecular cluster, H14O7 overall at a distorted geometry, from OMol25.

Its spin multiplicity is 2. The expectation value of S² is 0.76. Its orbital gap (spin up / spin down) is 0.4231 / 0.1042 Ha. As for the energy relative to the best compared isomer or geometry (same formula, charge and spin): 129.18 kJ/mol. The HOMO energy (spin up / spin down) is -14.94 / -14.24 eV. Its net charge is +1.

Structure (XYZ):
```
21
Properties=species:S:1:pos:R:3:forces:R:3
O -4.49254 -2.81041 -15.17989 -0.1594 1.3893 -0.4877
O -3.41989 -0.98135 -17.19888 0.4076 0.7676 0.4400
O -6.54111 -5.15957 -18.02847 0.4608 0.1375 -0.1593
O -3.05756 -5.40943 -14.18861 -0.6781 0.5579 -0.7378
O -1.67443 -4.12546 -12.17774 -0.2278 0.0361 -0.2165
O -6.68172 -0.89290 -12.70677 0.2021 0.2512 0.0249
O -7.51912 -4.74400 -15.24802 0.3371 0.2934 -0.2526
H -7.54219 -1.17544 -13.01660 -0.4318 -0.0306 -0.0569
H -8.45642 -4.93800 -15.23937 -0.3899 0.0194 0.0319
H -6.08571 -1.58739 -12.98729 0.2510 -0.2570 -0.0313
H -3.07247 -1.56503 -17.87331 0.5819 -0.5403 -0.9523
H -5.10141 -3.37698 -15.65372 -0.5460 -0.5838 -0.3210
H -4.10412 -1.49333 -16.76766 -1.1146 -0.5440 0.8711
H -7.13007 -5.41453 -14.68653 0.1155 -0.2974 0.1741
H -3.54682 -6.06100 -13.68630 -0.0733 -0.2582 0.1241
H -2.52204 -4.95671 -13.53708 0.6353 -0.2396 0.5621
H -1.98691 -3.28987 -12.52470 0.0540 0.4246 0.1026
H -3.98034 -3.40957 -14.63685 0.7310 -0.9567 0.3455
H -7.00872 -4.99346 -17.20995 -0.2509 0.0031 0.6551
H -7.22776 -5.19353 -18.69450 -0.1470 -0.0563 -0.3726
H -1.12350 -3.88505 -11.43282 0.2424 -0.1162 0.2564
```
Forces are in eV/Å.

=====

[2]
The following is a quantum chemistry calculation of a 5-piece molecular cluster, C14H40N2O8 overall at a distorted geometry, from OMol25.

Its spin multiplicity is 1. Its orbital gap is 0.3517 Ha. As for the energy relative to the best compared isomer or geometry (same formula, charge and spin): 143.41 kJ/mol. The HOMO energy is -9.20 eV. Its net charge is 0.

Structure (XYZ):
```
64
Properties=species:S:1:pos:R:3:forces:R:3
O -1.21445 1.69980 -4.66637 -0.5452 0.2355 0.1068
O 1.55642 -6.96365 0.53243 -0.2086 0.0072 0.7154
O 4.44854 -0.34910 3.03562 -0.1057 -0.9296 -0.2723
O -2.14994 2.25708 -7.27757 -0.1425 -0.8910 0.7181
O 1.38556 -4.10606 0.68213 0.5955 0.2841 -0.5177
O 2.08319 -1.73089 -0.52141 -0.2806 0.1923 -0.2468
O -0.96487 -0.40410 -2.07008 -0.8936 -0.2309 0.3602
O -2.73260 3.94098 -1.20075 0.1207 -0.2639 -0.9962
N 2.50874 -1.67408 5.16203 1.3524 1.0044 -0.1483
N -4.41556 4.39585 2.09211 0.5608 -0.4154 -0.0640
C 0.94058 -1.75652 3.28598 0.0810 -0.7971 0.6013
C 2.40638 -1.65612 3.69813 -0.4556 0.1961 -0.8437
C 1.01443 -0.79552 -0.71643 0.1877 -0.8315 0.7838
C 2.36018 -4.82500 1.44429 -1.0519 -1.0887 0.4071
C -1.89044 2.93038 -4.92670 -0.5625 -0.0842 -0.7171
C -3.85515 3.62535 0.96745 -0.0082 0.1764 -0.5652
C 3.03885 -0.48048 2.92846 0.1186 0.2744 0.7471
C 0.02479 -1.35654 -1.72366 -0.1154 0.8848 -0.3205
C 2.71190 -6.16381 0.82465 -0.5167 -0.2909 -1.4406
C -4.89409 2.69475 0.35266 0.1610 -1.3930 -0.1564
C -1.44223 3.36504 -0.98125 -0.8960 0.5996 0.6810
C -3.24036 4.58076 -0.07400 -0.5118 0.1885 1.2279
C -1.65764 3.25585 -6.38762 1.3594 1.5377 -1.6355
C 5.17453 -1.49431 2.57336 0.4213 1.0158 0.8471
H 1.83963 -5.04084 2.38230 0.6057 0.1326 0.3924
H 0.36493 -0.89608 3.62941 -0.0151 0.1582 -0.3584
H -5.68051 3.23247 -0.17809 -0.1496 0.1578 0.3298
H -1.55730 2.52623 -0.28899 0.4196 0.0345 0.0824
H 0.84580 -1.98312 2.22621 -0.1205 0.4619 -0.1084
H 2.88574 -2.55224 3.29240 0.0871 -0.1478 0.3498
H 3.31645 -6.79276 1.47446 0.1332 0.2821 0.1107
H -4.56190 1.92569 -0.35811 0.6793 0.6314 -0.2395
H -1.52645 1.12716 -5.38307 0.2139 -0.2159 0.2851
H 0.52973 -1.72572 -2.61977 0.3038 0.0557 0.0545
H -5.29183 2.00485 1.10692 -0.4253 0.6273 0.2888
H -0.51244 -2.20435 -1.29535 -0.0574 0.0273 0.0778
H 0.69625 -4.70992 0.39316 -0.0653 -0.0903 0.2499
H 3.27651 -4.25582 1.57537 -0.2488 0.4049 0.0028
H -1.91981 4.25444 -6.76517 -0.9256 -0.0568 0.7140
H 0.52431 -2.62717 3.80075 -0.0682 0.0735 0.0557
H -5.37492 4.67307 1.91889 -0.0088 -0.0610 -0.1030
H 1.65663 -2.56194 -0.21990 0.5446 0.4046 -0.0463
H 1.37672 0.19255 -1.00436 0.3872 -0.2326 -0.3123
H -0.86680 4.19490 -0.55785 0.6249 -0.5122 0.0820
H -1.00116 2.99460 -1.90220 -0.2348 0.1852 -0.2011
H 2.71460 0.47910 3.34852 -0.4890 -0.1482 -0.2193
H 5.30595 -2.21351 3.38703 -0.1993 -0.2287 -0.0923
H 1.04089 -6.57994 -0.17986 0.1929 -0.0070 -0.2285
H 6.16182 -1.07370 2.38062 0.0512 -0.3711 -0.4050
H -2.67857 2.58541 -8.00173 -0.1242 0.4234 0.1176
H -2.97658 2.88389 -4.76619 0.0581 -0.4690 0.0819
H 2.20999 -0.75964 5.51583 -0.5820 -0.2357 -0.1672
H -1.56775 3.70034 -4.22834 0.5109 0.0024 -0.2315
H -4.42607 3.71211 2.84148 -0.3377 0.4417 0.3250
H -2.48724 5.16195 0.47354 0.2343 0.0195 -0.2201
H 3.20758 -6.03084 -0.14606 0.4179 0.2161 0.3312
H -0.65805 0.40189 -2.49555 0.4854 -0.2342 -0.1909
H -3.01144 3.08490 1.40491 -0.1714 -0.3474 -0.0895
H -4.01123 5.30333 -0.35291 -0.0283 -0.1093 -0.4387
H 0.56060 -0.65264 0.27342 -0.4607 0.1561 -0.2508
H 4.73971 -1.97160 1.69584 -0.0593 0.1272 -0.1414
H 2.73458 -0.57985 1.87933 0.0912 0.1131 -0.0321
H 3.51292 -1.54936 5.34293 -0.1341 -0.5661 0.1447
H -0.58804 3.33252 -6.63326 0.2000 -0.4839 0.7288
```
Forces are in eV/Å.

=====

[3]
The following is a quantum chemistry calculation of C24H23N3O7S in the gas phase at a distorted geometry, from OMol25.

Its spin multiplicity is 1. Its orbital gap is 0.3079 Ha. As for the energy relative to the best compared isomer or geometry (same formula, charge and spin): 0.00 kJ/mol. The HOMO energy is -8.79 eV. Its net charge is 0.

Structure (XYZ):
```
58
Properties=species:S:1:pos:R:3:forces:R:3
S 3.62983 -0.69962 -3.99371 0.1139 -0.0249 -0.1715
O -4.98549 1.59547 5.89483 -0.3473 -0.2808 -0.3203
O 0.15534 -2.44852 1.45019 0.2920 0.1950 0.0338
O -1.43868 -2.88322 -0.06925 0.1275 0.0738 0.0683
O -1.93490 1.61676 1.93535 0.1971 0.5448 -0.1895
O -2.64772 -2.06968 3.65742 -0.1255 -0.2760 0.1737
O 4.96758 -0.91379 -3.52937 -0.0887 0.1469 0.3404
O 3.22930 -1.24239 -5.25619 -0.3485 0.0478 0.0691
N 3.39739 0.94222 -4.08215 0.2307 -0.9687 -0.1823
N -3.41432 0.48193 3.23679 -0.3921 -0.2511 0.2016
N -1.54259 -0.57252 2.34795 0.2222 0.4412 -0.2536
C 1.14170 1.44007 -3.28905 -0.1391 0.2312 0.1257
C -0.57284 1.53495 -1.10045 -0.0553 0.0232 0.1014
C -0.73356 -2.85791 2.47270 -0.4172 -0.4283 0.2270
C 2.91991 -1.49195 -1.44862 0.1733 -0.0522 0.0202
C -2.31188 0.61326 2.49568 0.0353 -0.6297 0.0716
C -0.22997 1.29345 -3.45762 0.0566 0.1440 0.0138
C 0.78990 1.68241 -0.92985 -0.0409 -0.0167 -0.0790
C 1.66032 1.64704 -2.01429 -0.0502 0.0714 -0.0089
C 2.07174 1.35917 -4.47086 -0.4080 0.0755 -0.3038
C -1.08516 1.34210 -2.37360 -0.0399 -0.0106 -0.1440
C 3.13872 1.80603 -1.76864 0.0899 0.0392 -0.0809
C 2.48450 -1.32748 -2.74998 0.4423 0.0932 -0.3719
C -4.59880 2.05945 7.09337 0.5572 0.4402 0.5811
C 1.17893 -1.59919 -3.11344 -0.0342 -0.1466 -0.0578
C -4.08468 2.03089 4.98700 0.6779 0.5673 -0.2586
C -1.75248 -1.79637 2.88809 0.3072 -0.1771 -0.2035
C -3.11703 2.76675 5.60639 -0.4557 -0.2929 -0.4279
C 0.69109 -2.11851 -0.81968 0.2623 0.0607 -0.2549
C 3.97817 1.76636 -3.05193 0.3890 0.1954 0.5676
C -4.25399 1.62013 3.56076 0.0037 0.0407 0.1579
C -3.45510 2.78664 6.98125 -0.4436 -0.2923 0.1999
C -0.31758 -2.52743 0.18364 -0.3467 -0.1854 -0.1241
C 2.02098 -1.88445 -0.47369 -0.1669 -0.0257 -0.0368
C 0.27680 -1.99519 -2.14527 0.0352 -0.0237 0.2227
H 2.15176 2.33925 -4.95916 0.0416 -0.1559 -0.0184
H 4.97276 1.36603 -2.85460 -0.0071 0.2618 0.0471
H -3.95636 2.43483 2.89624 -0.1556 -0.1056 0.1163
H 2.34039 -2.01635 0.54812 0.0498 0.0038 0.0523
H -2.92108 3.27557 7.76964 0.0505 0.0777 0.2224
H -2.27724 3.23625 5.13700 0.1701 0.0880 -0.1792
H 1.71490 0.64199 -5.21148 -0.1467 0.1799 -0.0411
H -5.29883 1.35275 3.38279 0.0849 0.1179 -0.0569
H -1.29746 -3.74374 2.15821 0.0854 0.2087 0.1294
H 1.19152 1.84155 0.06085 0.0496 0.0222 0.1520
H -1.22855 1.58866 -0.24495 -0.0603 -0.0014 0.0949
H -0.75208 -2.20918 -2.38970 -0.0758 0.0000 -0.0448
H 4.08175 2.77346 -3.46857 0.0128 -0.1136 -0.0266
H -0.11787 -3.11038 3.33951 -0.0967 0.0823 -0.1090
H -3.58394 -0.40840 3.69543 0.1569 0.0686 -0.1275
H 3.31552 2.75342 -1.25298 0.0423 -0.0621 0.0315
H -5.21155 1.81138 7.93698 -0.1495 -0.0866 0.0439
H 0.89293 -1.51271 -4.14888 -0.1217 0.0191 -0.1062
H 3.96276 -1.32595 -1.22625 0.0870 0.0160 0.1111
H -0.62217 1.13946 -4.45266 -0.0720 -0.0565 -0.1390
H -0.73700 -0.44622 1.74571 -0.1822 0.0161 0.1419
H -2.14871 1.22871 -2.51842 -0.1148 -0.0176 -0.0151
H 3.45766 1.00982 -1.09075 0.0381 0.0885 0.0148
```
Forces are in eV/Å.

=====

[4]
The following is a quantum chemistry calculation of C25H43CrF3P2 as an isolated structure at a distorted geometry, from OMol25.

Its spin multiplicity is 4. The expectation value of S² is 4.05. Its orbital gap (spin up / spin down) is 0.2186 / 0.2000 Ha. As for the energy relative to the best compared isomer or geometry (same formula, charge and spin): 363.55 kJ/mol. The HOMO energy (spin up / spin down) is -9.77 / -9.38 eV. Its net charge is +1.

Structure (XYZ):
```
74
Properties=species:S:1:pos:R:3:forces:R:3
Cr 1.05610 1.83559 -0.67246 -0.8024 -1.5327 2.3676
P 1.00850 -1.76678 -0.63092 -0.1924 1.5760 0.7409
P 0.94140 0.50601 1.76182 0.8493 2.3665 -2.0164
F 0.33412 -2.14217 2.19433 0.4006 1.9241 0.5044
F -0.38939 -0.79721 3.74646 1.2272 0.5742 -0.9792
F 1.73588 -1.35493 3.62826 -0.6983 1.4512 -0.9920
C 1.01072 -1.77313 -2.45339 -0.0417 -0.0750 0.1042
C -3.43004 0.54086 1.63974 -0.9456 -0.1962 0.4420
C 2.57534 0.14199 0.83982 -0.2246 -0.1065 -0.0182
C 0.79862 2.09162 -2.61097 0.6592 0.8012 -0.3972
C -2.54505 -4.45740 1.13098 0.0673 -0.3284 0.0243
C -3.04137 -0.76092 1.05025 0.6705 -0.1141 -1.6834
C -2.60631 -2.43015 -0.45567 0.5178 -2.7953 1.9144
C -2.85066 -1.05343 -0.32972 -1.1785 2.2371 2.5102
C 1.21995 3.82287 -0.15490 0.8518 -0.4743 1.0984
C -2.92130 -1.98611 1.77630 -0.2292 0.4452 -0.7903
C 0.55756 4.41620 -1.36320 0.1488 0.5247 -0.2653
C -3.05092 -0.12393 -1.45726 0.5390 0.5785 -0.3730
C 2.66955 -1.08455 -0.05785 0.1363 -1.3418 -0.2127
C 3.41671 2.00351 -2.14823 0.1288 0.8236 -1.0856
C -3.22879 -2.19763 3.19942 0.1737 -0.0012 0.5423
C 1.36699 1.79919 2.93979 0.2832 -0.6817 0.5913
C -0.51851 1.57046 1.02256 -0.9060 -1.7182 1.4077
C -2.38554 -3.14648 -1.73716 -0.2147 -0.3140 -0.3067
C 3.54063 3.23086 -1.19946 0.7789 -0.2599 -1.0823
C -2.64042 -3.01069 0.83916 0.1528 0.1903 -2.3165
C 2.04029 1.39386 -2.34869 0.6450 -0.7853 0.0094
C 2.51980 3.20421 -0.09397 -0.2571 0.9040 -0.0493
C 0.65494 -0.97872 2.87943 -1.6997 -3.7073 1.2917
C 0.67935 3.60987 -2.69109 0.1795 0.7006 -0.4823
C 1.26665 -3.51243 -0.24800 -0.2566 0.0296 -0.1865
H 2.86696 1.04312 0.25292 -0.4232 0.0031 0.3805
H -4.04106 -0.14019 -1.92809 -0.0088 -0.1684 0.3012
H 0.74965 -0.79984 -2.88154 -0.2323 -0.4581 0.1611
H 3.02392 3.10665 0.89349 -0.7773 0.1511 -0.5161
H -2.88043 0.77211 2.56021 -0.0495 0.0933 -0.1191
H 2.04593 1.27471 3.62344 0.0307 0.8315 0.3542
H 2.16980 0.34938 -2.71235 -0.4460 1.0439 0.2287
H -3.33434 1.35250 0.92830 0.0021 0.2468 -0.0361
H 3.57492 4.13830 -1.84499 -0.3514 -0.3135 0.7776
H -2.03235 -4.64615 2.07120 0.0810 -0.0970 0.1273
H 1.80326 2.70549 2.47122 -0.1890 -0.8219 0.1778
H -1.34555 0.87396 0.88184 0.1566 -0.1375 -0.1432
H -0.56614 2.23824 0.15624 0.6442 0.2540 -1.0081
H -4.49419 0.47920 1.90741 0.1297 0.3307 0.1199
H 3.30507 -0.94557 -0.95717 -0.2503 0.4058 0.6514
H -2.34497 -0.36645 -2.25127 0.0761 0.1031 -0.1690
H 0.28929 -3.99683 -0.33440 0.2888 -0.2411 0.1011
H 3.14613 -1.91286 0.50998 -0.2584 0.4640 -0.2953
H -1.99831 -4.97269 0.34100 0.0013 -0.1106 0.0169
H -0.22332 3.84423 -3.24855 -0.2061 -0.0755 -0.0577
H -2.50587 -2.88702 3.66101 -0.2158 0.1650 -0.0532
H 3.29863 0.08458 1.67242 -0.2447 0.1612 -0.1681
H -4.22041 -2.65615 3.31093 0.1094 0.0116 -0.0325
H -0.82920 2.29450 1.80038 0.4922 -0.6366 -0.0530
H 0.04801 1.63952 -3.23688 -0.1294 -0.6655 0.0575
H 4.14895 1.24464 -1.82147 -0.4337 0.0361 -0.3014
H -0.50302 4.46797 -1.10118 -0.0405 0.1695 -0.1357
H 0.89091 5.45888 -1.53977 -0.1568 -0.3702 0.0204
H 0.40891 2.06363 3.40879 0.5695 -0.0640 0.3208
H -2.84693 0.90964 -1.15716 -0.1364 -0.0556 -0.0806
H -3.23970 -1.25945 3.76406 0.0238 -0.1821 -0.0606
H -1.52358 -3.82808 -1.66839 -0.3090 0.0628 -0.1106
H -3.27890 -3.74960 -1.99021 0.4480 0.1271 0.0005
H 3.68208 2.34763 -3.15798 0.7193 -0.1419 0.1457
H -2.21650 -2.45340 -2.57213 -0.0197 -0.2236 0.2093
H 0.82089 4.15313 0.83207 0.1249 -0.2032 -0.7835
H 2.00396 -2.04280 -2.80155 0.0561 -0.2381 -0.3005
H 1.97099 -3.89739 -0.98764 0.0034 -0.3550 0.2218
H 4.54586 3.13294 -0.75998 -0.2846 0.3650 -0.0652
H 1.64993 -3.58598 0.77288 -0.1139 -0.2592 -0.2722
H -3.53181 -4.92606 1.19934 0.0274 -0.0248 0.0121
H 1.45524 4.03910 -3.33346 0.2864 -0.0909 0.2606
H 0.27250 -2.53798 -2.72838 0.2433 0.2135 -0.1967
```
Forces are in eV/Å.